[1]
{
  "formula": "C13H20F2N2O6S2",
  "method": "the ωB97M-V functional and the def2-TZVPD basis",
  "smiles": "N#C[C@H](F)[C@](F)(C#N)COO.O=S1(=O)CCCC1.O=S1(=O)CCCC1",
  "homo_ev": -10.19,
  "multiplicity": 1,
  "largest_force_ev_per_a": 12.767,
  "homo_lumo_gap_ha": 0.3551,
  "mol_weight_g_mol": 402.4,
  "e_lumo_ev": -0.5,
  "elements": ["H", "H", "H", "O", "O", "C", "C", "C", "C", "C", "C", "H", "F", "C", "H", "C", "C", "H", "H", "H", "H", "H", "H", "H", "O", "H", "H", "C", "S", "N", "H", "C", "N", "H", "O", "F", "H", "O", "S", "O", "H", "C", "C", "H", "H"],
  "positions_angstrom": [[-2.99717, 2.36050, -2.77964], [5.78987, -0.45601, 2.18045], [-2.94040, 0.00833, 2.32986], [-2.76640, 1.51683, -2.26218], [2.44038, -1.77821, 2.64625], [1.83920, 0.30466, -2.26720], [-0.76035, 1.66944, -5.09314], [4.26253, -0.16286, 3.67894], [-0.26050, 0.59368, -3.95469], [-3.69250, -0.76663, 2.13951], [3.29831, 0.27745, 1.24009], [-4.28405, -0.89519, 3.05065], [0.11429, 2.24371, -1.93367], [-3.01193, -2.06343, 1.72733], [-4.93979, 0.66239, 1.05722], [4.48000, 1.16057, 1.61219], [5.26682, 0.37860, 2.66292], [3.61800, -0.57036, 0.62684], [-3.17063, 0.41725, -0.53627], [4.12319, 2.10349, 2.04351], [5.09428, 1.39890, 0.73899], [-4.31786, -0.80179, -1.17071], [1.39311, 2.13350, -3.64947], [-1.71556, -1.15879, -3.83054], [-1.19375, -1.18409, 0.04582], [6.02315, 1.00250, 3.14935], [-3.71929, -2.89810, 1.73180], [-4.56235, -0.35947, 0.95116], [2.72090, -0.36455, 2.79895], [-1.18067, 2.62106, -5.89569], [-5.43113, -1.02610, 0.88977], [-1.49921, -0.17370, -3.19136], [2.87327, -0.37532, -1.81824], [2.49572, 0.82203, 0.73983], [1.75317, 0.56262, 3.34666], [0.52411, -0.45276, -4.66018], [-1.15788, -0.58110, -2.12367], [-2.76542, 0.57527, -3.16245], [-2.51268, -1.78119, 0.04011], [-2.82718, -2.95952, -0.74289], [-2.14124, -2.30503, 2.33930], [0.77440, 1.38824, -2.96267], [-3.71282, -0.50504, -0.31026], [4.57927, -1.12786, 4.08263], [4.09683, 0.54609, 4.49478]],
  "forces_ev_per_a": [[0.6, -1.6, 1.0], [-0.1, 0.1, 0.1], [-0.1, -0.1, 0.0], [-0.2, 5.6, 2.4], [-0.2, 0.6, 0.3], [7.5, -3.8, 2.8], [-3.1, 6.7, -5.1], [0.6, 0.0, 0.5], [-0.2, -0.1, -0.7], [0.0, 0.2, 0.2], [0.2, 0.2, -0.4], [0.1, 0.0, -0.1], [1.5, -2.7, -2.7], [0.0, -0.1, 0.6], [0.1, -0.2, -0.1], [0.1, 0.3, 0.0], [0.4, 0.0, -0.1], [-0.2, 0.1, 0.1], [-0.1, -0.4, 0.1], [0.0, -0.1, -0.1], [-0.1, 0.0, 0.1], [0.3, 0.0, 0.0], [-1.1, -1.7, 1.8], [0.3, 2.4, 1.2], [0.0, -0.2, -0.4], [-0.1, -0.1, -0.1], [0.1, 0.1, -0.1], [-0.3, 0.0, 0.1], [-0.3, -0.4, -0.3], [4.0, -9.1, 7.7], [0.1, 0.1, 0.0], [0.3, -1.4, -0.3], [-10.1, 6.5, -4.4], [0.0, -0.2, 0.2], [0.1, -0.4, 0.0], [-1.6, 2.6, 1.7], [-0.6, 1.4, -2.1], [1.6, -5.2, -3.9], [-0.5, -0.5, 0.2], [0.5, 0.4, 0.0], [0.0, 0.0, -0.2], [1.2, 0.4, 0.2], [-0.4, 0.5, -0.1], [-0.3, 0.1, 0.0], [-0.1, -0.1, -0.1]]
}

---

[2]
{
  "formula": "C36H15BF15GeN7O2RuS",
  "method": "the ωB97M-V functional and the def2-TZVPD basis",
  "homo_ev": [-14.42, -14.41],
  "multiplicity": 5,
  "largest_force_ev_per_a": 0.563,
  "homo_lumo_gap_ha": [0.2860, 0.2001],
  "mol_weight_g_mol": 1079.1,
  "total_charge": 2,
  "e_lumo_ev": [-6.6, -9.0],
  "elements": ["Ru", "C", "C", "C", "H", "F", "C", "N", "C", "S", "H", "C", "H", "N", "C", "H", "C", "O", "F", "H", "H", "C", "C", "F", "C", "H", "F", "H", "C", "F", "Ge", "C", "H", "H", "F", "F", "C", "C", "C", "C", "H", "H", "C", "H", "N", "N", "F", "H", "F", "C", "C", "C", "C", "F", "C", "C", "N", "C", "C", "N", "F", "O", "N", "C", "C", "F", "F", "C", "C", "F", "C", "C", "C", "B", "C", "C", "H", "F", "C"],
  "positions_angstrom": [[-0.18291, 0.30716, -0.09839], [3.91679, 0.11558, 0.79063], [-1.19311, -1.23663, 3.80805], [-6.13213, 3.53728, -3.28296], [1.11023, 0.29385, -4.98322], [-2.37439, 5.92404, -2.34490], [2.58611, 0.05436, 1.11354], [0.85250, 0.33306, -2.91787], [-2.96765, 5.05400, 2.73857], [-1.97541, 1.73950, 0.00061], [2.89447, -0.56354, -3.08928], [-4.79642, 3.26185, -3.56228], [-2.26874, -4.44320, -1.28202], [-0.20128, 0.37308, -2.06619], [0.96211, 5.73510, 0.02633], [4.75224, 0.38478, -1.27997], [-3.86818, 3.39953, -2.55125], [-3.16313, -5.47806, 3.07024], [-2.99987, 6.10967, 4.83915], [-1.20618, -2.24532, -1.78543], [0.52155, 1.91190, 2.49869], [-1.36426, -1.98997, 1.47925], [-2.19141, -3.37875, 3.28853], [-4.68055, 2.10389, 1.60162], [-0.19923, 0.89556, 4.26508], [-0.97944, -0.39905, 5.78438], [-4.68966, 4.21168, 5.77887], [0.11562, 1.68185, 4.93568], [-1.82760, -2.45750, 4.20379], [-5.52985, 2.20454, 4.16216], [-2.82511, 3.94578, 0.04433], [-4.27600, 4.16057, 4.53351], [2.80258, 1.45349, -3.00115], [-2.01728, -2.65481, 5.24980], [-7.03330, 3.41774, -4.22917], [-2.14092, 6.00580, 2.30017], [0.94480, 6.55310, -1.09966], [-4.21274, 3.78708, -1.26447], [0.41158, 0.31064, -4.16303], [-1.43272, -2.53736, -0.76800], [4.76368, 0.02512, 1.44556], [-2.76689, -5.03791, 1.05924], [-0.16424, 4.99852, 0.32606], [-1.64152, 0.32118, -5.02186], [-2.83994, -4.60535, 3.84675], [1.82079, 0.20210, -0.00528], [-4.43210, 2.87077, -4.77299], [-2.30347, 0.38486, -2.37213], [2.00299, 7.26802, -1.40367], [-0.80383, -0.24684, 4.72744], [-0.95413, -1.01302, 2.45184], [-5.55174, 4.05081, -1.01536], [-1.33424, 0.37533, -2.84391], [-7.78092, 4.20048, -1.74907], [-1.29733, 5.84966, -1.56292], [-3.40527, 5.12994, 4.05128], [2.68178, 0.34294, -1.04414], [-1.97426, -3.19491, 1.86582], [-0.99270, 0.32962, -4.16487], [-0.33639, 0.11372, 2.01300], [-0.14583, 4.23738, 1.44296], [-2.94675, -4.65838, 5.04696], [-1.11826, -1.67535, 0.18277], [-4.25541, 3.09540, 2.39629], [-0.18879, 6.61442, -1.89833], [-5.93880, 4.44242, 0.19851], [2.04156, 5.66984, 0.79318], [-4.70639, 3.13140, 3.70206], [3.92755, 0.30082, -0.59196], [-2.57538, 3.14142, -2.82030], [-2.02905, -3.76310, -0.47765], [0.02496, 1.03641, 2.89324], [-6.51402, 3.93632, -2.00743], [2.40275, 0.40462, -2.59423], [-2.30595, -4.09506, 0.82400], [-1.31228, 5.02321, -0.45047], [2.12983, -0.10390, 2.07275], [-0.20461, 7.38984, -2.96506], [-3.37872, 4.04154, 1.88246]],
  "forces_ev_per_a": [[-0.1, 0.5, 0.1], [-0.1, 0.0, 0.0], [0.0, -0.1, -0.1], [0.1, 0.0, 0.1], [0.0, 0.0, 0.0], [0.0, 0.1, 0.0], [0.0, 0.0, 0.0], [0.3, -0.1, 0.2], [0.0, 0.1, 0.1], [-0.4, -0.3, 0.0], [0.1, 0.0, -0.1], [0.0, 0.1, 0.2], [0.0, 0.0, 0.0], [0.1, 0.0, -0.4], [-0.1, 0.0, 0.0], [0.0, 0.0, 0.0], [-0.1, 0.0, 0.0], [-0.1, 0.1, 0.0], [0.0, 0.0, 0.0], [0.0, 0.0, 0.0], [0.0, 0.1, 0.0], [0.0, 0.0, 0.1], [-0.1, 0.1, 0.0], [0.0, 0.0, 0.0], [0.0, 0.0, -0.1], [0.0, 0.0, 0.0], [0.0, 0.0, 0.1], [0.0, 0.0, 0.0], [0.0, 0.0, -0.2], [-0.1, -0.1, 0.0], [0.2, 0.1, 0.1], [0.1, 0.0, -0.2], [0.1, 0.1, -0.1], [0.0, 0.0, 0.0], [-0.1, 0.0, -0.1], [-0.1, 0.0, 0.0], [-0.1, -0.1, 0.1], [-0.1, 0.0, -0.2], [-0.2, 0.0, 0.1], [0.0, 0.0, 0.0], [0.0, 0.0, 0.0], [0.0, 0.0, 0.0], [0.1, 0.0, 0.2], [0.0, 0.0, 0.0], [0.4, -0.2, 0.1], [0.5, -0.2, 0.0], [0.0, 0.0, -0.1], [0.0, 0.0, -0.1], [0.1, 0.0, 0.0], [0.0, 0.0, 0.0], [-0.1, 0.0, 0.1], [0.0, 0.0, 0.0], [0.0, 0.0, 0.0], [0.0, 0.0, 0.0], [0.0, 0.0, -0.1], [0.0, -0.1, -0.1], [0.0, 0.0, -0.2], [0.0, 0.1, 0.0], [0.0, 0.0, 0.1], [0.0, -0.1, 0.0], [0.0, -0.1, -0.2], [-0.1, 0.0, -0.1], [0.0, -0.2, 0.0], [0.0, 0.0, 0.1], [-0.1, -0.1, 0.1], [0.0, 0.0, 0.0], [0.0, 0.0, 0.0], [0.1, 0.1, -0.1], [-0.1, 0.0, 0.1], [0.0, 0.0, 0.0], [0.0, 0.0, 0.0], [0.0, 0.0, 0.1], [0.1, 0.0, 0.0], [-0.3, 0.0, 0.2], [0.0, 0.1, 0.1], [0.1, 0.1, 0.1], [0.0, 0.0, 0.0], [0.0, 0.0, -0.1], [0.0, 0.0, 0.1]]
}

---

[3]
{
  "formula": "C24H29N8O2Pb",
  "method": "the ωB97M-V functional and the def2-TZVPD basis",
  "homo_ev": -16.69,
  "multiplicity": 1,
  "largest_force_ev_per_a": 0.523,
  "homo_lumo_gap_ha": 0.3083,
  "mol_weight_g_mol": 668.8,
  "total_charge": 3,
  "e_lumo_ev": -8.3,
  "elements": ["C", "H", "H", "H", "H", "C", "H", "H", "H", "H", "C", "C", "H", "H", "O", "H", "C", "C", "H", "N", "H", "H", "C", "H", "H", "C", "O", "Pb", "C", "N", "H", "C", "C", "H", "N", "C", "N", "C", "H", "C", "H", "C", "H", "C", "H", "N", "H", "C", "N", "C", "N", "C", "H", "H", "C", "H", "H", "H", "C", "C", "C", "H", "N", "C"],
  "positions_angstrom": [[0.19828, -2.20334, -4.36660], [3.49128, 4.05034, 3.50607], [-3.13763, 1.85231, -0.86202], [-0.22648, -6.44994, 1.17548], [-1.97194, -0.30019, 4.14625], [2.97249, 0.23335, -2.30415], [-1.74134, -1.30019, 0.98292], [5.95645, 1.78766, -2.55474], [-0.17815, 2.25388, 2.22381], [-0.56426, -2.77619, -4.87468], [-0.65054, -4.30467, 1.08043], [0.13724, -5.46373, 0.92671], [3.73116, -3.12065, 0.30085], [-3.48104, -1.77262, -0.52960], [-1.87942, -4.37512, 1.58645], [0.12539, -1.67726, 2.71446], [4.55433, 1.99846, -0.94724], [-1.68690, -1.15159, 3.51330], [-3.84346, -1.37733, 2.98939], [-0.23934, -3.09580, 0.75164], [0.11113, -0.22336, 3.43470], [-5.06929, 0.28057, -0.55184], [1.56195, 3.24026, 3.01801], [-3.08484, 0.54456, -1.79135], [-4.21685, 0.82937, 0.87837], [-3.79979, -1.18979, 0.33384], [1.51556, -1.81418, 0.05115], [0.31582, 0.16283, -0.32835], [-4.10221, 0.25594, -0.04334], [-0.42933, -0.83914, 2.83806], [4.58004, 3.07594, 1.52405], [3.31722, 1.60309, -0.46133], [5.00180, 1.48135, -2.14865], [-2.05660, -5.29486, 1.83625], [1.46805, 1.92906, 1.02933], [1.03004, -2.94052, 0.31164], [1.84588, -4.03716, 0.15130], [1.52060, -2.22704, -4.78060], [3.73444, -4.77982, -0.33604], [-0.12641, -1.41571, -3.27805], [3.49061, -1.47501, -4.42166], [1.39184, -5.27621, 0.45088], [5.15228, 2.72230, -0.41577], [2.91493, 3.45710, 2.80881], [3.17966, -3.43294, -1.35725], [0.77243, -0.67033, -2.63237], [-1.14668, -1.36680, -2.91299], [0.88039, 2.45781, 2.10549], [-3.00634, 0.84627, -0.82384], [3.21540, -3.82644, -0.34385], [2.54698, 0.73238, -1.13229], [2.45754, -1.45605, -4.10807], [1.04670, 3.66758, 3.86644], [1.82290, -2.83454, -5.62331], [4.20054, 0.59005, -2.83930], [-4.67193, -1.66698, 0.77782], [2.08529, -6.09126, 0.29551], [-1.67122, -1.99701, 4.20862], [2.76560, 2.16337, 0.80359], [3.52600, 2.91276, 1.68948], [2.04640, -0.67173, -3.03982], [4.51836, 0.20997, -3.79794], [-2.70178, -1.24613, 1.31866], [-2.84052, -1.27642, 2.58369]],
  "forces_ev_per_a": [[0.0, 0.0, 0.0], [0.0, 0.0, 0.0], [0.1, 0.0, 0.1], [0.0, 0.0, 0.0], [0.0, -0.1, 0.0], [0.0, 0.0, 0.0], [0.1, 0.2, 0.0], [0.0, 0.0, 0.0], [0.0, 0.0, 0.0], [0.0, 0.0, 0.0], [0.0, -0.2, -0.1], [0.0, 0.0, 0.0], [0.0, 0.0, 0.0], [-0.1, 0.0, 0.0], [0.2, 0.0, -0.1], [0.0, 0.0, 0.0], [0.0, 0.0, 0.0], [-0.1, 0.5, 0.1], [0.0, 0.1, 0.0], [0.2, 0.1, 0.0], [0.0, 0.0, 0.0], [0.0, 0.0, 0.0], [0.0, 0.0, 0.0], [0.0, 0.0, 0.0], [0.0, 0.0, 0.0], [0.1, 0.0, 0.1], [0.1, -0.1, 0.1], [0.0, 0.2, -0.1], [0.0, 0.0, 0.0], [-0.1, -0.1, 0.2], [0.0, 0.0, 0.0], [0.0, -0.1, 0.0], [0.0, 0.0, 0.0], [-0.3, 0.1, 0.0], [0.0, -0.1, 0.1], [-0.1, -0.1, 0.0], [0.0, 0.0, 0.0], [0.0, 0.0, 0.0], [0.0, 0.0, 0.0], [0.0, 0.0, 0.0], [0.0, 0.0, 0.0], [0.0, 0.0, 0.0], [0.0, 0.0, 0.0], [0.0, 0.0, 0.0], [0.0, 0.0, 0.0], [0.0, 0.0, 0.0], [0.0, 0.0, 0.0], [0.0, 0.0, 0.0], [-0.1, -0.1, 0.0], [0.0, 0.0, 0.0], [0.0, 0.1, -0.1], [0.0, 0.0, 0.0], [0.0, 0.0, 0.0], [0.0, 0.0, 0.0], [0.0, 0.0, 0.0], [0.0, 0.0, 0.0], [0.0, 0.0, 0.0], [0.0, -0.1, -0.1], [0.0, 0.0, 0.0], [0.0, 0.0, 0.0], [0.0, 0.0, 0.0], [0.0, 0.0, 0.0], [-0.2, -0.2, 0.1], [0.1, -0.2, -0.1]]
}

---

[4]
{
  "formula": "C21H28INO4S",
  "method": "the ωB97M-V functional and the def2-TZVPD basis",
  "smiles": "CCOCC1=C(I)C(=O)c2c(CCN)c(S)c(CCCCO)c(CC)c2C1=O",
  "homo_ev": -8.98,
  "multiplicity": 1,
  "largest_force_ev_per_a": 1.207,
  "homo_lumo_gap_ha": 0.2950,
  "mol_weight_g_mol": 517.4,
  "e_lumo_ev": -1.0,
  "elements": ["O", "H", "C", "H", "C", "C", "H", "N", "H", "H", "H", "H", "H", "H", "C", "H", "C", "H", "H", "C", "C", "C", "H", "H", "S", "O", "C", "C", "H", "H", "O", "C", "C", "H", "O", "C", "H", "C", "C", "H", "C", "I", "H", "H", "H", "H", "C", "H", "H", "H", "C", "C", "C", "H", "H", "C"],
  "positions_angstrom": [[1.34741, 2.05309, 2.84565], [4.84438, 1.10540, -0.54062], [0.01603, -0.80495, -3.18420], [-4.40678, -4.47818, -0.62861], [2.78235, 1.38465, 1.17466], [1.43401, 1.58492, 1.74670], [-3.27598, -1.83558, 0.21528], [0.03535, 4.10955, 0.55326], [-0.85692, 2.43922, 3.18642], [0.22301, 4.28833, 2.60780], [8.06282, -1.62505, 1.35261], [-4.24942, 1.11109, 1.59521], [-3.68484, -2.85991, -1.99909], [-6.03427, -3.97894, -1.04172], [2.97155, 0.49232, 0.21023], [-1.29430, 4.91227, 2.01585], [-1.26009, 2.76842, 2.23725], [-2.85180, -0.74139, -2.22809], [-6.26466, -3.24883, 0.93631], [-1.94664, 0.17416, -0.51271], [6.98356, -1.62204, 1.44093], [-0.56624, 4.10794, 1.89147], [0.19161, -2.15498, -1.51744], [-5.26818, -2.06576, -2.05987], [-3.72511, 1.92270, 0.66798], [2.10491, -1.25681, -0.97972], [6.32746, -0.88851, 0.28784], [-0.49199, -1.39267, -1.85156], [6.90718, 0.01185, 0.06736], [-1.42176, -1.89791, -2.05974], [5.01844, -0.54909, 0.68127], [-1.03152, 1.66645, 1.23536], [-2.11372, 1.16056, 0.47722], [-3.77786, 0.54308, -1.52993], [-5.32586, -3.34936, 0.77697], [-5.10045, -3.64361, -0.59898], [-4.74964, -0.90425, 0.05340], [-0.65781, -0.33684, -0.79031], [-3.15111, -0.30629, -1.28758], [4.25920, -0.41800, -1.23442], [4.33088, 0.16671, -0.32037], [4.28638, 2.49548, 2.08312], [6.30770, -1.52635, -0.59838], [1.09432, -0.72924, -3.19620], [-0.33168, -1.39476, -4.02473], [-2.31136, 2.93858, 2.38673], [-3.94721, -1.36757, -0.49903], [6.57828, -2.62279, 1.53958], [6.71676, -1.08759, 2.34940], [-0.39130, 0.19742, -3.29871], [-4.50014, -2.46415, -1.40182], [0.25302, 1.13601, 0.95947], [0.43956, 0.17722, -0.04904], [0.28861, 5.06088, 0.31589], [-0.65144, 3.83071, -0.13965], [1.83525, -0.28763, -0.31870]],
  "forces_ev_per_a": [[-0.4, 0.5, 1.1], [0.2, 0.1, 0.0], [-0.4, 0.2, 0.4], [0.1, -0.2, 0.1], [0.0, 0.1, -0.2], [0.0, -0.1, -0.3], [0.0, 0.0, 0.3], [-0.1, 0.1, 0.0], [0.0, -0.1, 0.2], [0.3, 0.1, 0.1], [0.2, -0.2, -0.1], [0.1, -0.1, 0.0], [0.0, 0.0, -0.3], [-0.1, -0.1, -0.2], [0.6, 0.4, 0.1], [-0.1, 0.0, 0.0], [0.7, 0.0, 0.2], [0.2, 0.0, -0.3], [-0.1, 0.0, 0.0], [0.4, 0.2, -0.2], [-0.5, 0.3, 0.1], [-0.1, -0.1, -0.2], [0.2, -0.2, 0.1], [0.0, 0.2, -0.2], [-0.2, 0.1, -0.2], [0.0, -0.8, -0.5], [0.4, -0.2, 0.3], [0.3, 0.0, -0.5], [-0.1, 0.2, -0.2], [-0.3, 0.0, 0.2], [-0.1, -0.1, -0.1], [-0.1, -0.5, -0.5], [0.6, 0.1, 0.2], [-0.2, 0.1, 0.0], [0.1, 0.0, 0.1], [0.1, 0.1, 0.0], [-0.2, 0.1, 0.3], [-0.1, 0.2, 0.7], [0.0, -0.2, 0.2], [0.0, -0.1, -0.1], [0.0, 0.0, 0.1], [0.0, -0.1, -0.1], [0.0, 0.1, -0.2], [0.2, 0.0, -0.1], [0.1, -0.2, -0.2], [-0.3, 0.0, -0.2], [0.4, -0.1, -0.5], [0.1, -0.2, 0.0], [0.1, 0.1, 0.2], [0.0, 0.1, -0.2], [-0.4, -0.2, 0.6], [-0.7, 0.0, -0.3], [-0.7, -0.1, -0.1], [0.2, 0.0, 0.0], [0.0, 0.0, 0.0], [-0.3, 0.3, 0.2]]
}

---

> Which formula does entry 2 have?

C36H15BF15GeN7O2RuS